Density functional theory data (ωB97M-V/def2-TZVPD) for a molecular structure, C17H47Ag2N4O5 at a distorted geometry.

The geometry in XYZ format:
```
75
Properties=species:S:1:pos:R:3:mulliken_spin:R:1
Ag 2.2369 4.6210 -0.2865 0.000
Ag 3.8691 1.6077 -4.3465 0.000
C 1.4472 -0.3837 -0.3437 -0.016
O 2.0650 0.7729 -0.8901 0.906
H 1.3791 -1.1212 -1.1435 0.073
H 2.0009 -0.8672 0.4611 0.037
H 0.4201 -0.2263 -0.0147 0.001
C -1.4843 2.1163 5.7061 0.000
C -0.5086 0.9545 6.0652 0.000
C -0.3810 -0.1751 5.0791 0.000
O -1.5650 -0.9511 4.9399 0.000
C -1.5376 -1.9721 3.9649 0.000
N 0.7295 1.6458 6.1845 0.000
H -2.3163 1.6083 5.2182 0.000
H -1.1286 2.8695 5.0030 0.000
H -1.7221 2.5295 6.6863 0.000
H -0.7877 0.4672 6.9994 0.000
H 0.4642 -0.7807 5.4064 0.000
H -0.1443 0.3182 4.1364 0.000
H -1.3041 -1.6085 2.9642 0.000
H -2.4779 -2.5143 3.8652 0.000
H -0.8996 -2.8058 4.2581 0.000
H 1.5212 1.1130 5.8535 0.000
H 0.6898 2.4282 5.5470 0.000
C 3.1298 -7.1421 0.7155 0.075
C 2.4163 -8.4577 0.9542 0.006
C 3.2417 -9.7361 0.7893 0.039
O 2.3889 -10.8966 0.8977 0.025
C 2.9623 -12.1258 0.4465 -0.001
N 1.8723 -8.4660 2.3110 0.721
H 4.0867 -7.2181 1.2319 0.005
H 2.6614 -6.3042 1.2318 0.003
H 3.3779 -7.0146 -0.3382 -0.005
H 1.7237 -8.6653 0.1385 0.115
H 4.0490 -9.7046 1.5210 0.001
H 3.6738 -9.6571 -0.2083 0.002
H 2.0928 -12.7832 0.4459 0.000
H 3.7051 -12.5195 1.1403 0.001
H 3.2338 -12.1234 -0.6091 0.004
H 0.8872 -8.2478 2.2659 0.011
H 1.7732 -9.4682 2.3871 -0.003
C -0.4574 2.3493 -7.1699 0.000
C -0.8312 2.3265 -5.7276 0.000
C -2.3309 1.9355 -5.4418 0.000
O -2.5105 1.7412 -4.0298 0.000
C -3.6382 1.0358 -3.6709 0.000
N -0.0762 1.1905 -5.2179 0.000
H -0.8486 3.2226 -7.6918 0.000
H -0.8547 1.4738 -7.6836 0.000
H 0.6196 2.4640 -7.2920 0.000
H -0.5093 3.2406 -5.2287 0.000
H -2.6576 1.1018 -6.0633 0.000
H -3.0650 2.6800 -5.7500 0.000
H -4.5744 1.2613 -4.1815 0.000
H -3.7840 1.1974 -2.6029 0.000
H -3.5471 -0.0283 -3.8891 0.000
H -0.4934 0.9306 -4.3356 0.000
H -0.4699 0.5068 -5.8485 0.000
C -3.0815 6.5238 -0.7191 0.000
C -1.5466 6.4952 -0.8228 0.000
C -0.9814 7.8763 -0.2604 0.000
O 0.4304 7.6639 -0.3495 0.000
C 1.2402 8.6790 0.1557 0.000
N -1.0626 5.3388 -0.0485 0.000
H -3.4995 7.0529 -1.5755 0.000
H -3.3507 6.9775 0.2347 0.000
H -3.5886 5.5591 -0.7375 0.000
H -1.2522 6.4196 -1.8695 0.000
H -1.2269 8.0964 0.7785 0.000
H -1.2847 8.7357 -0.8584 0.000
H 2.2885 8.3810 0.1746 0.000
H 1.0193 8.8595 1.2077 0.000
H 1.1124 9.6235 -0.3732 0.000
H -1.5809 5.4131 0.8152 0.000
H -1.4480 4.5591 -0.5620 0.000
```

Its net charge is +3. The calculation puts the energy relative to the best compared isomer or geometry (same formula, charge and spin) at 99.1 kcal/mol. The spin multiplicity is 3. As for the expectation value of S²: 2.01.

---

Density functional theory data (ωB97M-V/def2-TZVPD) for 11 unconnected molecules or ions with the total composition C27H53F8N5O23PS3 at a distorted geometry.

The geometry in XYZ format:
```
120
Properties=species:S:1:pos:R:3:mulliken_charge:R:1
P 0.2505 0.0302 -0.7702 2.104
F 0.3647 -0.9597 0.4919 -0.478
F -0.5425 -1.1332 -1.5961 -0.439
F -1.1679 0.5311 -0.1428 -0.319
F 0.2276 1.0529 -2.0224 -0.739
F 1.0732 1.2270 0.0061 -0.486
F 1.6859 -0.5326 -1.2899 -0.260
C -5.3968 4.5808 -3.3593 -1.102
C -4.4885 3.3540 -3.4177 0.564
O -4.8621 2.3570 -3.9957 -0.536
N -3.2515 3.5435 -2.9230 -0.080
C -2.3071 2.4502 -2.7055 -0.033
H -5.8982 4.7782 -4.3006 0.285
H -5.0270 5.4810 -2.8607 0.327
H -6.1855 4.3226 -2.6389 0.275
H -2.9115 4.4506 -2.6731 0.282
H -2.6574 1.4982 -2.3091 -0.316
H -1.7742 2.7480 -1.7935 -0.016
H -1.5898 2.2641 -3.4997 0.221
C 0.9300 -3.6373 2.5220 0.382
C 2.0404 -4.6638 2.5914 0.332
O 1.9132 -5.6687 1.9068 -0.705
N 3.0658 -4.4086 3.4228 -0.068
C 4.1924 -5.2994 3.4902 -1.045
H 1.3389 -2.6234 2.4578 -0.504
H 0.2736 -3.6126 3.3960 0.360
H 0.2557 -3.7912 1.6837 -0.007
H 3.1659 -3.5181 3.8849 0.196
H 3.9173 -6.3153 3.1915 0.340
H 4.5100 -5.5210 4.5105 0.373
H 4.9958 -5.0329 2.8023 0.304
C 2.8317 0.8090 2.8678 0.088
C 3.4954 -0.4773 2.4234 0.733
O 4.2299 -1.0923 3.2026 -0.755
N 3.2610 -0.8574 1.1644 0.210
C 3.7645 -2.1467 0.6961 -0.881
H 2.0501 0.6705 3.6120 -0.277
H 2.4007 1.2934 1.9841 -0.316
H 3.5651 1.5292 3.2261 0.484
H 2.7426 -0.2923 0.5154 -0.380
H 2.9032 -2.8209 0.7228 0.017
H 4.4241 -2.6765 1.3766 0.397
H 4.2028 -2.0829 -0.2944 0.354
C -1.9705 -0.6528 -4.5643 -0.463
C -3.2968 -0.6412 -3.8250 0.650
O -4.3708 -0.4346 -4.3582 -0.702
N -3.1849 -0.9322 -2.5130 0.789
C -4.2189 -1.0516 -1.5139 -1.224
H -1.6206 0.3427 -4.8398 0.122
H -2.1050 -1.1894 -5.5011 0.513
H -1.1518 -1.0153 -3.9424 -0.306
H -2.2920 -1.0264 -2.0603 -0.350
H -4.7180 -0.0947 -1.3274 0.231
H -3.6763 -1.4084 -0.6413 0.393
H -4.9577 -1.7795 -1.8513 0.432
C -0.8662 -0.7142 3.8975 -0.504
C 0.1388 -0.8532 5.0448 0.525
O 0.7494 0.1169 5.4838 -0.706
N 0.2706 -2.0642 5.6281 -0.117
C 1.0202 -2.2907 6.8569 -1.025
H -0.2968 -0.9706 3.0024 -0.277
H -1.2080 0.3128 3.8969 0.347
H -1.6388 -1.4634 4.0638 0.480
H -0.4293 -2.7638 5.4435 0.313
H 2.0781 -2.1105 6.6881 0.271
H 0.8685 -3.3348 7.1272 0.374
H 0.6149 -1.6871 7.6694 0.327
C 3.2506 0.3881 -4.1658 0.188
C 2.8148 -1.0050 -4.6573 0.035
O 1.7036 -0.7422 -5.4820 -0.357
C 1.3144 0.5622 -5.3841 0.641
O 0.3917 1.0194 -5.9638 -0.530
O 2.2302 1.2332 -4.6763 -0.306
F 2.4309 -1.7734 -3.5965 -0.127
H 4.1561 0.7251 -4.6757 0.403
H 3.4086 0.4378 -3.0918 -0.201
H 3.4730 -1.5832 -5.3054 0.262
C -4.3291 1.4709 2.7869 -0.090
C -4.2430 0.3508 1.7188 0.660
O -5.5592 -0.1496 1.7769 -0.320
C -6.3685 0.9022 2.0412 0.521
O -7.5245 0.9438 1.7918 -0.515
O -5.6763 1.9170 2.5935 -0.356
F -3.3277 -0.5919 2.0966 -0.290
H -3.4996 2.1624 2.6652 0.141
H -4.2837 1.0280 3.7825 0.278
H -3.8573 0.6684 0.7446 -0.063
C -0.3912 3.4172 1.8407 0.502
C 0.3986 4.2134 0.7681 0.454
O 1.5257 4.8013 1.4195 -0.235
S 1.3795 4.7434 3.0109 1.002
O 0.6412 5.8663 3.5208 -0.586
O 2.6534 4.4060 3.5573 -0.535
O 0.3806 3.4460 3.0110 -0.269
H -0.5053 2.4268 1.3981 -0.472
H -1.3798 3.8661 1.9417 0.236
H -0.2057 4.9979 0.3118 0.505
H 0.8184 3.5896 -0.0193 -0.659
C 3.6635 2.6231 -1.1523 0.205
C 2.8107 3.1339 -2.3573 0.549
O 2.7594 4.5731 -2.2283 -0.422
S 3.8223 5.1066 -1.1443 1.155
O 3.3099 6.2315 -0.4339 -0.527
O 5.1485 5.2407 -1.6945 -0.634
O 3.6853 3.7643 -0.2750 -0.272
H 4.6989 2.3286 -1.3234 0.388
H 3.1607 1.8864 -0.5302 -0.381
H 1.8072 2.7431 -2.2194 -0.238
H 3.3016 2.9331 -3.3031 0.290
C 0.1176 -4.0645 -1.4614 0.581
C -0.3674 -3.7703 -2.9198 -0.182
O -1.7479 -3.6230 -2.7356 -0.182
S -2.3320 -4.7004 -1.7173 0.972
O -2.4433 -6.0298 -2.1906 -0.584
O -3.4692 -4.0682 -1.0980 -0.509
O -1.0035 -4.6125 -0.7934 -0.281
H 0.5310 -3.1369 -1.0692 -0.598
H 0.9670 -4.7478 -1.4748 0.441
H -0.1847 -4.6293 -3.5856 0.439
H 0.1945 -3.0205 -3.4737 -0.104
```

The total energy is -146944.4753 eV. Its net charge is -1.

---

Density functional theory data (ωB97M-V/def2-TZVPD) for 2 unconnected molecules or ions with the total composition C2H7NO2 at a distorted geometry.

The geometry in XYZ format:
```
12
Properties=species:S:1:pos:R:3:nbo_charge:R:1
C 1.2933 0.7761 2.4407 0.264
O 0.8330 0.0280 1.6290 -0.477
H 1.5854 1.8104 2.1782 0.107
H 1.5241 0.3764 3.4413 0.106
N -0.4734 0.8485 -1.7617 -0.819
C -0.9153 -0.5585 -1.7023 0.087
O -0.5840 -0.9999 -0.3820 -0.741
H 0.5044 0.7378 -1.4946 0.352
H -0.8522 1.2745 -0.9189 0.356
H -2.0039 -0.6346 -1.8040 0.148
H -0.4239 -1.2255 -2.4096 0.152
H -0.6567 -1.9648 -0.3155 0.465
```

The calculation puts the energy relative to the best compared isomer or geometry (same formula, charge and spin) at 58.0 kcal/mol. The SMILES is C=O.NCO.